# C2H7NS

A 2-piece molecular cluster, C2H7NS overall (ωB97M-V with the def2-TZVPD basis set, OMol25).

Computed properties:
<S²>: 0.77
Gap between HOMO and LUMO (alpha / beta) in eV: 6.50 / 2.82
HOMO level (alpha / beta) in eV: -11.495 / -11.495

ORCA input file:
```
! RIJCOSX wB97M-V def2-TZVPD def2/J DEFGRID3
* xyz 1 2
S 5.187 -1.032 -2.951
H 3.976 -0.646 -3.378
C -1.613 -0.116 1.296
C -1.976 0.525 2.457
N -1.674 0.497 0.074
H -1.672 -1.202 1.256
H -1.815 0.140 3.459
H -2.173 1.584 2.281
H -1.494 1.488 0.172
H -2.426 0.172 -0.533
H 5.680 -1.410 -4.134
*
```

# C2H7NS2

A 2-piece molecular cluster, C2H7NS2 overall (ωB97M-V with the def2-TZVPD basis set, OMol25).

Computed properties:
<S²>: 0.75
Gap between HOMO and LUMO (alpha / beta) in eV: 2.86 / 5.75
HOMO level (alpha / beta) in eV: -0.295 / -3.186

ORCA input file:
```
! RIJCOSX wB97M-V def2-TZVPD def2/J DEFGRID3
* xyz -1 2
C -4.495 -4.587 -3.431
N -4.205 -3.561 -4.124
H -3.786 -4.804 -2.641
H -5.436 -5.113 -3.538
H -4.647 -3.629 -5.048
C -0.131 1.155 1.571
S 1.342 2.089 2.179
S 2.988 1.274 0.773
H -0.334 1.476 0.561
H 0.086 0.089 1.628
H -0.896 1.462 2.280
H 3.184 2.366 0.021
*
```

ΔE to the lowest compared entry with this formula, charge and spin per entry: 27.1 27.5 kcal per mole
E_tot per entry: -14502.928 -25346.537 eV